This record from the OMol25 dataset describes C31H32HgN4O6PSe as an isolated structure. The level of theory is ωB97M-V/def2-TZVPD.

```
76
Properties=species:S:1:pos:R:3:mulliken_charge:R:1
Hg 0.8459 0.3452 0.1302 1.590
O -1.0919 4.2147 3.2345 -0.480
C -0.2409 3.1553 3.3725 0.173
O 0.9082 3.3049 3.6708 -0.607
C -0.9984 1.8756 3.1722 0.619
O -0.1366 0.7815 3.1715 -0.391
C -0.8641 -0.4356 3.0637 -0.546
C -1.7906 -0.5156 1.8348 0.564
O -2.8134 -1.1927 1.9341 -0.831
O -1.3954 0.1066 0.7957 -0.880
H -0.5397 5.0014 3.3487 0.370
H -1.5360 1.9677 2.2225 -0.418
H -1.7544 1.8062 3.9718 0.462
H -1.4766 -0.5898 3.9602 0.313
H -0.1247 -1.2330 2.9791 0.179
O 3.6735 0.4887 0.0336 -0.784
C 2.8190 -0.4210 -0.0321 -0.022
C 3.1680 -1.8013 -0.1653 0.538
C 4.5652 -2.0693 -0.3514 -1.219
C 5.0548 -3.3268 -0.5631 -0.312
C 4.1881 -4.4353 -0.5954 -0.956
C 2.8317 -4.2133 -0.3806 -0.361
C 2.2910 -2.9513 -0.1493 0.277
P 0.5214 -2.7727 0.2500 0.778
C -0.0152 -4.5338 0.3975 -0.490
C 0.1192 -5.1379 1.6478 -0.106
C -0.2609 -6.4546 1.8559 -0.625
C -0.8094 -7.1917 0.8140 -0.390
C -0.9692 -6.5984 -0.4299 -0.726
C -0.5735 -5.2829 -0.6363 0.226
C -0.2392 -2.3587 -1.3723 0.204
C -1.6119 -2.1123 -1.4154 -0.259
C -2.2247 -1.7799 -2.6138 -0.629
C -1.4735 -1.6715 -3.7760 -0.450
C -0.1071 -1.9047 -3.7379 -0.731
C 0.5071 -2.2508 -2.5432 -0.226
H 5.2243 -1.2121 -0.3327 0.347
H 6.1219 -3.4657 -0.7115 0.326
H 4.5571 -5.4387 -0.7684 0.400
H 2.1744 -5.0732 -0.3870 0.253
H 0.5343 -4.5596 2.4661 0.337
H -0.1381 -6.9035 2.8348 0.369
H -1.1162 -8.2189 0.9734 0.344
H -1.4005 -7.1630 -1.2485 0.378
H -0.6965 -4.8304 -1.6126 0.394
H -2.1941 -2.1450 -0.5023 0.288
H -3.2871 -1.5681 -2.6309 0.379
H -1.9459 -1.3672 -4.7021 0.313
H 0.4894 -1.7815 -4.6333 0.344
H 1.5788 -2.4068 -2.5032 0.346
Se -0.6344 3.9434 -4.0792 -0.504
C -0.1402 2.4533 -3.1414 0.076
N 0.1369 1.5160 -2.5169 -0.533
C -3.1251 4.7182 -0.6040 -0.644
C -3.1579 3.3763 0.0992 -0.639
N -1.8870 2.7211 -0.0839 0.746
C -0.6930 3.3784 -0.0167 -0.892
N 0.3783 2.6913 0.1922 0.263
C 1.6989 3.3080 0.0518 -0.661
C 1.6546 4.6475 -0.6612 -0.644
C 0.5203 5.4735 -0.0967 -0.698
N -0.7157 4.7418 -0.2547 0.538
C -1.9349 5.4997 -0.0830 -0.607
H -4.0468 5.2748 -0.4178 0.402
H -3.0132 4.5652 -1.6794 0.228
H -3.9321 2.7319 -0.3198 0.371
H -3.4000 3.5256 1.1644 0.360
H -1.8228 1.7368 0.1711 -0.130
H 2.3312 2.6147 -0.5058 0.157
H 2.1484 3.3996 1.0453 0.309
H 1.4709 4.4971 -1.7285 0.154
H 2.6059 5.1723 -0.5433 0.475
H 0.4121 6.4189 -0.6365 0.447
H 0.7087 5.7182 0.9639 0.175
H -1.8176 6.4353 -0.6377 0.392
H -2.0930 5.7617 0.9774 0.190
```

Properties
- DFT total energy: -4767.24633 hartree
- HOMO level (spin up / spin down): 0.36 / -1.86 eV
- Frontier orbital gap (spin up / spin down): 3.757 / 5.971 eV
- Multiplicity: 2
- F_max: 0.37 eV/Å
- Total charge: -2
- Relative energy (zero: lowest compared OMol25 entry of this formula, charge and spin): 0.0000 eV

=====

This record from the OMol25 dataset describes C19H43N2O2P3Sc as an isolated structure. The level of theory is ωB97M-V/def2-TZVPD.

```
70
Properties=species:S:1:pos:R:3:mulliken_charge:R:1
Sc -0.0220 0.0655 0.8535 -0.599
P 1.8564 -1.1365 2.6259 1.139
P 1.7886 2.0823 0.5563 1.340
P -0.8065 -2.5410 0.3981 1.283
H -0.5715 1.8210 -8.1097 0.312
C -1.5147 1.2779 -7.9586 -0.606
C -2.6408 1.9076 -7.6188 -0.543
H -2.6699 2.9973 -7.4967 0.276
C 3.3064 -2.0294 1.9659 -1.372
C 2.6978 0.0288 3.7601 -1.338
C 1.2294 -2.3521 3.8407 -1.145
C 1.0694 3.1981 -0.7002 -1.382
C 2.1523 3.2544 1.9133 -1.224
C 3.4547 1.7975 -0.1371 -1.347
C -2.0848 -2.5783 -0.9148 -1.324
C -1.5943 -3.5639 1.6965 -1.317
C 0.4186 -3.7182 -0.2917 -1.352
H -1.5098 0.2036 -8.1959 0.350
H -3.6012 1.3780 -7.5778 0.306
H 3.9652 -2.3391 2.7839 0.471
H 3.8586 -1.3755 1.2843 0.327
H 2.9815 -2.9135 1.4104 0.320
H 3.2983 -0.5373 4.4863 0.491
H 1.9485 0.6178 4.3045 0.298
H 3.3516 0.7127 3.2081 0.379
H 1.8603 -3.2497 3.8455 0.415
H 0.2020 -2.6443 3.5913 0.188
H 1.2343 -1.9111 4.8441 0.464
H 1.5740 4.1729 -0.6647 0.481
H -0.0017 3.3378 -0.4965 0.374
H 1.1727 2.7639 -1.7018 0.331
H 3.1592 3.6819 1.7922 0.419
H 2.0989 2.7255 2.8808 0.264
H 1.4056 4.0615 1.9077 0.466
H 3.8975 2.7531 -0.4476 0.479
H 3.3674 1.1282 -1.0024 0.319
H 4.0988 1.3199 0.6137 0.371
H -2.6294 -3.5312 -0.8753 0.535
H -1.6159 -2.4587 -1.8998 0.309
H -2.7943 -1.7505 -0.7709 0.305
H -2.3605 -4.2132 1.2498 0.450
H -2.0760 -2.9025 2.4362 0.347
H -0.8410 -4.1800 2.2077 0.434
H -0.0880 -4.5294 -0.8334 0.468
H 1.0331 -4.1440 0.5132 0.365
H 1.0739 -3.1728 -0.9839 0.331
C -0.7760 0.4763 -2.1955 -0.034
C 0.3742 0.0457 -2.9089 0.415
C 0.3352 -0.0856 -4.2867 -0.942
C -0.8452 0.2317 -4.9663 -0.076
C -1.9774 0.6923 -4.2842 -0.424
C -1.9522 0.8161 -2.9027 -0.311
O -0.7919 0.5370 -0.8698 -0.032
H 1.3361 -0.6090 -0.2624 0.219
H 1.2621 -0.2189 -2.3319 0.370
H 1.2175 -0.4330 -4.8360 0.451
H -0.8852 0.1533 -6.0510 0.287
H -2.8893 0.9630 -4.8261 0.461
H -2.8270 1.1371 -2.3288 0.461
C -1.5335 1.9547 4.9697 -0.646
N -2.5550 1.3224 4.1264 -0.270
C -2.3102 0.7634 2.9490 0.824
N -3.3478 0.2367 2.2585 -0.336
O -1.1159 0.7089 2.4604 -0.557
H -0.5359 1.8106 4.5532 0.110
H -1.5790 1.5101 5.9676 0.326
H -1.7420 3.0256 5.0502 0.327
H -3.5164 1.3327 4.4470 0.228
H -3.1896 -0.1814 1.3468 0.067
H -4.2884 0.2956 2.6294 0.226
```

Properties
- DFT total energy: -2793.61552 hartree
- HOMO level (spin up / spin down): -16.24 / -16.16 eV
- Frontier orbital gap (spin up / spin down): 4.038 / 4.404 eV
- F_max: 2.59 eV/Å
- Total charge: +3
- Relative energy (zero: lowest compared OMol25 entry of this formula, charge and spin): 0.0000 eV

=====

This record from the OMol25 dataset describes a 3-piece molecular cluster, C26H38BIN2O10S overall. The level of theory is ωB97M-V/def2-TZVPD.

```
79
Properties=species:S:1:pos:R:3:mulliken_charge:R:1
C -1.5640 2.4543 0.8134 -0.956
C -0.4996 1.8843 -0.2363 -0.251
C -0.6681 0.3260 -0.4986 -0.384
N -0.7498 -0.0275 -1.9570 -0.444
C -2.1343 -0.3058 -2.2451 0.290
C -2.9372 0.7814 -2.8294 0.226
O -2.3236 2.0091 -3.0821 -0.452
C -3.0174 3.1194 -2.4832 -0.124
C -3.9069 3.9507 -3.4875 -1.328
C -4.3491 0.6223 -3.1975 -0.172
C -4.9699 -0.6717 -2.9556 -0.919
C -4.1557 -1.7399 -2.3942 0.693
C -2.7629 -1.6233 -2.0186 -0.410
N -1.9170 -2.6598 -1.4870 -0.239
C -2.5715 -3.5703 -0.5993 -0.450
C -1.8604 -4.1744 0.5417 0.114
B -0.3309 -3.8684 0.8813 0.487
O 0.1965 -2.5317 0.8710 -0.298
O 0.5882 -4.9107 1.2420 -0.506
C 0.7223 -5.8726 0.1678 -0.684
C -2.5194 -5.1483 1.4374 -0.425
C -3.8947 -5.5791 1.2495 0.579
O -4.4485 -6.5256 2.0998 -0.524
C -4.6200 -4.9722 0.1242 -0.804
I -6.6548 -5.6129 -0.1431 0.085
C -3.9741 -4.0214 -0.7554 0.709
S -4.9661 -3.3535 -2.1386 -0.383
H -2.2940 1.6575 1.1350 0.372
H -2.1788 3.2894 0.3876 0.104
H -1.0488 2.8028 1.7490 0.237
H -0.5239 2.4931 -1.1774 0.150
H 0.5012 2.0620 0.2463 0.456
H -1.6239 0.0052 0.0017 0.290
H 0.1499 -0.2530 0.0122 0.057
H -0.3918 0.7479 -2.5131 0.546
H -2.2165 3.8247 -2.1164 0.273
H -3.6272 2.7862 -1.6082 0.381
H -5.0054 3.7763 -3.3349 0.295
H -3.7343 5.0427 -3.2661 0.382
H -3.6363 3.8006 -4.5625 0.288
H -4.9273 1.4593 -3.6426 0.255
H -6.0429 -0.7998 -3.2377 0.309
H -1.1321 -2.1734 -1.0469 0.463
H 1.0249 -2.5223 0.3527 0.261
H 1.1748 -6.7961 0.6232 0.242
H -0.2578 -6.1864 -0.2749 0.316
H 1.4336 -5.5143 -0.6206 0.241
H -1.9415 -5.5898 2.2896 0.297
H -4.2435 -6.2308 3.0035 0.337
C 4.6213 -3.1999 2.4534 -1.295
C 3.9264 -3.1488 1.1083 0.284
O 4.5220 -2.1520 0.2658 -0.311
C 5.6635 -2.5115 -0.3328 0.748
O 6.2120 -3.5791 -0.2340 -0.551
O 6.1028 -1.4667 -1.0460 -0.333
C 7.3649 -1.6859 -1.6768 -0.639
H 4.6454 -2.2079 2.9095 0.326
H 4.1086 -3.8886 3.1261 0.357
H 5.6568 -3.5277 2.3479 0.344
H 2.8841 -2.8610 1.2475 -0.030
H 3.9275 -4.1231 0.6149 0.310
H 7.3574 -2.6001 -2.2703 0.296
H 8.1552 -1.7226 -0.9263 0.289
H 7.5525 -0.8434 -2.3403 0.226
C 3.6504 5.9228 3.8766 -1.105
C 3.4310 5.3045 2.5104 -0.207
O 2.0325 5.1724 2.2236 -0.318
C 1.4202 6.2902 1.8175 0.734
O 1.9350 7.3685 1.6665 -0.560
O 0.1248 6.0061 1.6295 -0.262
C -0.6698 7.1367 1.2714 -0.695
H 3.1067 5.3641 4.6414 0.291
H 4.7115 5.9314 4.1298 0.361
H 3.2806 6.9490 3.9075 0.311
H 3.8473 4.2965 2.4943 0.306
H 3.9339 5.8737 1.7259 0.310
H -0.2475 7.6623 0.4148 0.329
H -0.7670 7.8092 2.1243 0.300
H -1.6593 6.7714 1.0006 0.207
```

Properties
- DFT total energy: -2596.17505 hartree
- HOMO level: -7.44 eV
- Frontier orbital gap: 7.659 eV
- SMILES: CCCNc1c(OCC)ccc2c1Nc1c(B(O)OC)cc(O)c(I)c1S2.CCOC(=O)OC.CCOC(=O)OC
- F_max: 3.51 eV/Å
- Total charge: 0

=====

This record from the OMol25 dataset describes C3H4FI2NO as an isolated structure. The level of theory is ωB97M-V/def2-TZVPD.

```
12
Properties=species:S:1:pos:R:3:mulliken_charge:R:1
C 0.2223 -0.4761 0.1695 0.432
C 0.6249 1.9269 0.6557 -0.735
C -0.9270 -1.4280 -1.2675 -0.159
N 0.6297 -1.3457 0.9210 -0.460
O 0.0625 0.8011 -0.0957 -0.200
F -0.4899 -0.9388 -2.4316 -0.178
I -0.8036 -3.4947 -1.0249 0.080
I -2.9307 -0.5366 -1.0010 0.046
H 0.0548 2.0712 1.5557 0.311
H 0.5648 2.7112 -0.0353 0.273
H 1.6798 1.8040 0.7783 0.340
H 1.3125 -1.0947 1.7759 0.251
```

Properties
- DFT total energy: -941.71137 hartree
- HOMO level (spin up / spin down): -5.52 / -8.69 eV
- Frontier orbital gap (spin up / spin down): 5.932 / 5.338 eV
- Multiplicity: 3
- F_max: 4.08 eV/Å
- Total charge: 0

=====

This record from the OMol25 dataset describes C3H5N3O9 as an isolated structure. The level of theory is ωB97M-V/def2-TZVPD.

```
20
Properties=species:S:1:pos:R:3:mulliken_charge:R:1
C 1.7334 0.7398 -0.4595 -0.838
C 1.7805 -0.6745 -0.1456 0.199
C -1.8108 0.5326 0.4500 0.794
N 3.1398 1.3571 -0.3514 1.016
N 1.1925 -1.0417 1.0310 1.001
N 2.2352 -1.5895 -1.0538 0.900
O 3.1906 2.5787 -0.4474 -0.592
O 3.9756 0.6403 0.1568 -0.538
O 1.1500 -2.1946 1.4223 -0.583
O 0.6257 -0.1868 1.6381 -0.669
O 2.5447 -1.2355 -2.2042 -0.589
O 2.3376 -2.8288 -0.6553 -0.619
O -2.4605 -0.3482 1.1461 -0.405
O -2.0834 1.8077 0.6150 -0.479
O -1.0460 0.1438 -0.4207 -0.597
H 1.1168 1.2950 0.1562 0.419
H 1.4464 0.8824 -1.4447 0.367
H -3.0088 -0.0804 1.8922 0.343
H -1.8906 2.3748 -0.1258 0.365
H 1.7006 -2.7951 0.4941 0.505
```

Properties
- DFT total energy: -958.43465 hartree
- HOMO level: -10.14 eV
- Frontier orbital gap: 8.721 eV
- F_max: 4.87 eV/Å
- Total charge: 0
- Relative energy (zero: lowest compared OMol25 entry of this formula, charge and spin): 1.0254 eV

=====

This record from the OMol25 dataset describes one molecule with the formula C21H27N3O5S2. The level of theory is ωB97M-V/def2-TZVPD.

```
58
Properties=species:S:1:pos:R:3:mulliken_charge:R:1
C -1.3928 -0.5025 -1.7982 -0.743
C -0.1860 -0.1070 -2.6463 -0.862
N 0.1847 1.2821 -2.4690 0.305
C -0.5981 2.2846 -3.1745 -1.011
C -1.8056 2.7292 -2.3331 0.603
O -2.9405 2.3833 -2.5857 -0.650
N -1.4530 3.5165 -1.3033 -0.078
C -2.3639 3.8012 -0.2121 -1.173
C -2.1662 2.8155 0.8983 0.421
C -1.0116 2.5387 1.5664 -0.569
C -1.1550 1.5050 2.5213 -0.259
C -2.4183 1.0110 2.5569 -0.661
S -3.4552 1.7870 1.4238 -0.188
C 1.1054 1.6949 -1.5772 0.549
O 1.3076 2.8787 -1.3415 -0.819
C 1.9052 0.6276 -0.8890 -0.403
C 1.4660 0.1214 0.3254 0.444
C 2.2342 -0.8175 0.9851 -0.475
S 1.6210 -1.4736 2.5293 1.335
O 1.3034 -0.3977 3.4201 -0.709
O 2.5081 -2.5017 2.9953 -0.751
N 0.1546 -2.1345 2.0086 0.456
C 0.3561 -3.3329 1.2187 -0.533
C -1.0026 -3.8016 0.6909 -0.632
O -1.9127 -4.0242 1.7386 -0.419
C -2.0954 -2.8578 2.5080 -0.655
C -0.7691 -2.3853 3.1022 -0.681
C 3.4378 -1.2506 0.4671 -0.495
C 3.8849 -0.7241 -0.7339 -1.155
C 3.1324 0.2185 -1.4242 1.205
C 3.6096 0.7941 -2.7206 -1.509
H -1.1660 -0.3962 -0.7396 -0.053
H -1.6524 -1.5387 -1.9997 0.451
H -2.2504 0.1201 -2.0386 0.315
H 0.6715 -0.7323 -2.3854 0.380
H -0.4167 -0.2616 -3.7045 0.471
H -0.9549 1.8607 -4.1139 0.469
H 0.0464 3.1452 -3.3718 0.417
H -0.4624 3.6642 -1.1362 0.298
H -2.1804 4.8216 0.1390 0.319
H -3.3814 3.7287 -0.6030 0.460
H -0.0855 3.0574 1.3888 0.502
H -0.3499 1.1447 3.1376 0.586
H -2.8172 0.2416 3.1877 0.548
H 0.5422 0.4512 0.7737 0.102
H 1.0254 -3.0871 0.3919 0.433
H 0.8170 -4.1223 1.8290 0.252
H -0.9027 -4.7519 0.1642 0.375
H -1.4024 -3.0383 0.0066 0.256
H -2.8008 -3.1206 3.2973 0.359
H -2.5182 -2.0595 1.8800 0.324
H -0.8850 -1.4530 3.6531 0.486
H -0.3705 -3.1583 3.7747 0.288
H 4.0066 -1.9843 1.0158 0.577
H 4.8323 -1.0458 -1.1400 0.410
H 2.9600 0.4838 -3.5392 0.287
H 4.6233 0.4706 -2.9396 0.461
H 3.5873 1.8816 -2.6756 0.340
```

Properties
- DFT total energy: -2153.29048 hartree
- HOMO level: -8.88 eV
- Frontier orbital gap: 9.284 eV
- SMILES: CCN(CC(=O)NCc1cccs1)C(=O)c1cc(S(=O)(=O)N2CCOCC2)ccc1C
- F_max: 1.07 eV/Å
- Total charge: 0
- Relative energy (zero: lowest compared OMol25 entry of this formula, charge and spin): 0.0000 eV

=====

This record from the OMol25 dataset describes a 2-piece molecular cluster, C4H14N2O overall. The level of theory is ωB97M-V/def2-TZVPD.

```
21
Properties=species:S:1:pos:R:3:mulliken_charge:R:1
N 0.3444 1.9623 0.9905 -1.248
C 1.0783 0.7064 1.1436 -1.211
C 1.1010 -0.0637 -0.1896 -0.141
N 0.9212 -1.5138 0.0279 -0.511
C -0.2049 -2.1985 -0.5931 -0.593
C -1.5685 -1.6014 -0.0877 -1.354
H -0.6619 1.8870 0.9140 0.521
H 0.7465 2.7438 1.4714 0.816
H 2.1618 0.9449 1.5264 0.213
H 0.5898 0.1190 1.8903 0.319
H 2.0259 0.2181 -0.6806 0.363
H 0.2079 0.1992 -0.7388 0.200
H 0.8082 -1.6972 1.0312 0.264
H -0.2430 -3.2777 -0.4964 0.413
H -0.1753 -1.9929 -1.6756 0.296
H -2.0706 -1.0044 -0.8364 0.259
H -2.2501 -2.4979 0.0372 0.519
H -1.4045 -1.0743 0.8509 0.225
H -0.2706 1.9793 -1.3890 0.210
H -0.8107 3.3663 -1.2950 0.516
O -0.3251 2.7956 -1.9012 -1.076
```

Properties
- DFT total energy: -345.45395 hartree
- HOMO level (spin up / spin down): 1.16 / -4.96 eV
- Frontier orbital gap (spin up / spin down): 2.778 / 8.828 eV
- Multiplicity: 2
- F_max: 2.72 eV/Å
- Total charge: -1
- Relative energy (zero: lowest compared OMol25 entry of this formula, charge and spin): 1.3026 eV

=====

This record from the OMol25 dataset describes a 2-piece molecular cluster, C2H3NS2 overall. The level of theory is ωB97M-V/def2-TZVPD.

```
8
Properties=species:S:1:pos:R:3:mulliken_charge:R:1
N 2.9555 0.8759 -1.1310 -0.387
C 3.4663 0.4590 -0.1075 0.454
S 4.0981 -0.5660 0.8812 -0.254
H 3.0010 1.7396 -1.4635 0.218
C 1.1399 -1.6627 -0.8411 -0.327
S 0.3330 -0.8794 0.3411 -0.139
H 0.7994 -2.5852 -1.1676 0.279
H 2.1466 -1.3826 -1.1872 0.157
```

Properties
- DFT total energy: -929.06578 hartree
- HOMO level: -8.78 eV
- Frontier orbital gap: 8.444 eV
- SMILES: N=C=S.C=S
- F_max: 4.90 eV/Å
- Total charge: 0
- Relative energy (zero: lowest compared OMol25 entry of this formula, charge and spin): 1.4026 eV